(1)
C41H35InN6O5SSe as an isolated structure in a non-equilibrium geometry, computed with ωB97M-V/def2-TZVPD.

```
90
C41H35InN6O5SSe, DFT ωB97M-V/def2-TZVPD
In 0.675 0.660 -0.276
Se -1.313 2.172 -1.062
S 2.133 1.374 -2.869
O 3.284 0.820 -3.551
O -3.571 0.566 -0.280
O 2.738 -0.432 -0.786
O 1.007 1.621 1.696
O 2.381 2.133 -1.664
N -0.762 -1.185 -1.345
N 1.164 -1.307 1.053
N 0.957 0.371 -2.563
N -2.562 1.103 0.220
N -0.820 0.223 2.423
N 1.921 -2.206 0.392
C -3.796 2.982 1.151
C 0.364 -0.534 -3.331
C 2.385 3.610 -4.412
C -2.749 0.287 5.482
C 1.928 4.739 -5.065
C 0.566 4.925 -5.283
C 1.487 2.652 -3.975
C -2.419 -2.939 -2.693
C 0.080 6.195 -5.922
C -1.686 -1.842 -0.701
C 0.144 2.093 3.853
C 0.347 -0.345 3.068
C 4.195 -2.117 -2.450
C -1.831 -1.740 4.594
C 2.074 -2.213 3.107
C -1.201 -2.377 -4.795
C -2.225 -0.410 4.378
C -2.419 -1.606 6.923
C -5.394 1.761 2.458
C 2.630 -1.675 -0.575
C 4.153 -4.846 -1.972
C -2.756 1.995 1.456
C -3.061 1.089 2.599
C 0.294 1.133 2.675
C 3.409 -3.996 -1.174
C -4.421 0.967 2.988
C 4.923 -4.338 -3.007
C 0.564 -0.725 -4.695
C -5.077 2.797 1.541
C -0.318 3.935 -4.878
C -2.837 -0.295 6.728
C 1.161 -1.296 2.333
C -0.209 -1.642 -5.401
C 3.416 -2.623 -1.411
C 4.946 -2.971 -3.237
C -2.053 0.297 3.111
C 0.137 2.802 -4.222
C -0.628 -1.335 -2.667
C -2.559 -2.731 -1.346
C -1.429 -2.237 -3.412
C -1.930 -2.324 5.840
H 3.435 3.454 -4.215
H -0.557 2.048 -3.883
H -4.677 0.194 3.704
H -5.868 3.449 1.182
H -6.430 1.614 2.742
H -1.766 2.447 1.556
H -3.038 1.321 5.352
H 0.537 6.335 -6.902
H -3.526 3.740 0.425
H -1.743 -1.653 0.361
H 4.179 -1.052 -2.631
H 1.918 -2.133 4.180
H -1.001 6.181 -6.039
H -0.315 3.013 3.498
H 2.810 -4.371 -0.358
H 0.290 -0.528 4.142
H 5.558 -2.570 -4.034
H -1.619 -3.353 5.976
H -2.459 -2.052 7.907
H -3.324 -3.238 -0.776
H -1.814 -3.061 -5.369
H -1.378 4.059 -5.046
H -0.028 -1.766 -6.463
H 4.141 -5.915 -1.785
H 5.497 -5.008 -3.636
H 2.626 5.504 -5.383
H 1.134 2.330 4.237
H 0.348 7.051 -5.303
H -0.465 1.666 4.647
H -3.060 -3.638 -3.220
H 1.905 -3.240 2.786
H -3.220 0.283 7.562
H -1.442 -2.311 3.763
H 3.108 -1.967 2.871
H 1.326 -0.139 -5.190
```

Output
- E_HOMO (alpha / beta): -0.0470 / 0.0218 hartree
- Charge: -2
- Molecular weight: 917.61 g/mol
- Spin multiplicity: 1
- Relative energy (zero: lowest compared OMol25 entry of this formula, charge and spin): 34.6 kcal per mole
- HOMO-LUMO gap (alpha / beta): 5.362 / 3.491 eV
- Lowest unoccupied orbital energy (alpha / beta): 4.083 / 4.083 eV

***

(2)
C41H35N3O2STeTi as an isolated structure, computed with ωB97M-V/def2-TZVPD.

```
84
C41H35N3O2STeTi, DFT ωB97M-V/def2-TZVPD
Te 5.260 1.207 0.894
Ti -0.129 1.267 1.343
S -0.201 1.290 3.730
O -1.709 -2.837 2.077
O -0.665 -0.458 0.875
N -2.404 -0.307 4.082
N -2.839 1.483 2.968
N 1.958 0.934 1.238
C 5.810 -0.991 -1.150
C 2.643 0.108 2.239
C -3.700 7.370 -1.244
C -3.235 -4.931 0.985
C -2.338 -4.174 0.234
C -3.337 4.995 -1.267
C -4.093 -5.818 0.360
C 4.432 0.776 -2.030
C -2.313 -4.311 -1.151
C -4.012 0.765 3.029
C 1.877 -3.229 -0.925
C -0.289 2.080 -2.754
C 1.393 -0.994 -0.179
C 0.119 3.402 -2.614
C 1.619 0.462 0.067
C 1.135 1.456 -0.914
C -3.944 6.120 -1.799
C 2.231 -1.883 -0.823
C 0.223 1.106 -1.919
C 4.323 0.088 -3.234
C 0.667 -3.632 -0.366
C 1.554 2.793 -0.791
C -1.659 -1.355 4.770
C -1.864 0.829 3.621
C -2.481 5.113 -0.170
C -2.850 7.493 -0.153
C -2.242 6.371 0.386
C 5.692 -1.678 -2.351
C -1.447 -3.219 0.953
C 2.788 -4.203 -1.619
C 1.053 3.754 -1.648
C -1.260 2.959 0.787
C -3.736 -0.356 3.731
C 0.162 -1.401 0.353
C -3.182 -5.190 -1.778
C -1.840 3.945 0.366
C 4.946 -1.141 -3.392
C -0.193 -2.744 0.275
C 5.168 0.233 -0.981
C -4.067 -5.947 -1.024
C 4.050 -0.315 1.825
H 2.912 -3.935 -2.670
H -1.580 6.454 1.237
H 2.290 3.045 -0.039
H -4.174 8.249 -1.660
H -2.370 -2.086 5.145
H 4.023 -1.128 1.103
H -4.364 -1.188 3.996
H 6.406 -1.408 -0.347
H -3.165 -5.287 -2.856
H 3.168 -1.535 -1.246
H -1.008 1.810 -3.516
H -1.625 -3.717 -1.739
H -2.660 8.466 0.280
H 4.585 -0.660 2.707
H 3.779 -4.201 -1.163
H -3.240 -4.811 2.061
H -4.609 6.024 -2.647
H -4.923 1.106 2.573
H -0.986 -1.841 4.069
H 2.692 0.705 3.147
H -0.086 0.073 -2.023
H 4.862 -1.676 -4.330
H 2.060 -0.792 2.466
H 1.380 4.781 -1.559
H 3.749 0.516 -4.046
H 2.393 -5.216 -1.570
H -4.736 -6.642 -1.515
H 3.941 1.732 -1.910
H -1.100 -0.925 5.597
H -2.684 2.343 2.453
H -4.781 -6.411 0.949
H -3.518 4.016 -1.690
H 6.197 -2.628 -2.478
H -0.287 4.163 -3.268
H 0.383 -4.677 -0.423
```

Output
- Expectation value of S²: 0.759
- E_HOMO (alpha / beta): -0.3744 / -0.3751 hartree
- Charge: +1
- Molecular weight: 809.28 g/mol
- Spin multiplicity: 2
- Relative energy (zero: lowest compared OMol25 entry of this formula, charge and spin): 26.3 kcal per mole
- HOMO-LUMO gap (alpha / beta): 7.021 / 6.551 eV
- Lowest unoccupied orbital energy (alpha / beta): -3.168 / -3.655 eV

***

(3)
C41H35N3O5Pd as an isolated structure, computed with ωB97M-V/def2-TZVPD.

```
85
C41H35N3O5Pd, DFT ωB97M-V/def2-TZVPD
Pd -1.018 -0.961 -0.961
O 1.539 0.659 2.329
O 1.770 2.500 1.037
O -1.124 1.058 -0.690
O -1.118 -3.062 -1.392
O 1.111 -0.984 -0.886
N -3.020 -3.970 -2.207
N -2.505 -7.564 -1.899
N 0.727 -6.011 0.294
C 0.046 3.618 -2.673
C -0.591 5.513 0.929
C 1.183 1.522 0.167
C 5.119 -1.098 1.786
C 0.120 -2.167 2.306
C -5.812 -0.736 -1.018
C 3.054 -0.948 0.534
C -0.724 3.245 0.085
C 0.370 -4.575 0.783
C -3.664 0.085 -1.759
C 0.943 0.313 1.075
C 1.715 2.053 2.377
C 0.554 2.698 3.126
C -1.985 -6.587 -1.568
C 0.973 -2.236 1.165
C -2.611 4.259 1.217
C 3.049 2.352 3.029
C -3.767 -1.731 -0.209
C 1.043 2.887 -4.744
C 0.291 2.386 -2.073
C -0.014 4.432 0.277
C -0.234 -5.347 -0.368
C -0.128 2.012 -0.623
C 3.799 -0.714 -0.617
C -2.990 -0.865 -0.984
C -5.159 -1.671 -0.223
C 1.203 -3.408 0.525
C 1.521 -0.980 0.446
C 5.190 -0.661 -0.572
C 5.856 -0.848 0.632
C 3.733 -1.152 1.736
C 1.258 1.637 -4.169
C -1.894 5.431 1.409
C -2.031 3.179 0.557
C -5.054 0.148 -1.782
C -1.341 -5.381 -1.152
C -0.544 -3.313 2.690
C 0.419 3.869 -3.993
C -1.814 -4.054 -1.569
C 0.879 1.387 -2.859
C -0.447 -4.508 1.977
H 6.939 -0.814 0.671
H 1.004 4.508 -0.081
H 1.935 1.286 -0.580
H 3.046 1.980 4.057
H 3.231 3.429 3.032
H -3.415 -3.039 -2.184
H -3.629 4.181 1.583
H 0.649 3.787 3.110
H -5.735 -2.357 0.389
H -3.673 -4.718 -2.035
H 5.630 -1.258 2.730
H -0.390 2.426 2.652
H 1.726 0.848 -4.748
H 3.253 -0.586 -1.545
H 3.162 -1.364 2.632
H 1.356 3.089 -5.762
H 1.798 -3.409 -0.382
H -0.022 -1.249 2.860
H 3.837 1.847 2.469
H -1.048 -5.378 2.232
H 0.421 -6.815 0.864
H 0.211 4.839 -4.432
H 5.755 -0.478 -1.480
H 1.043 0.410 -2.415
H -1.189 -3.273 3.564
H -3.081 0.800 -2.327
H -0.126 0.162 1.204
H -5.552 0.896 -2.392
H -3.273 -2.463 0.423
H -0.018 6.423 1.071
H -0.461 4.400 -2.123
H -6.896 -0.690 -1.038
H -2.570 2.254 0.398
H 0.547 2.342 4.159
H -2.341 6.274 1.924
```

Output
- E_HOMO (alpha / beta): -0.0155 / -0.0155 hartree
- Charge: -2
- Molecular weight: 756.17 g/mol
- Spin multiplicity: 1
- HOMO-LUMO gap (alpha / beta): 4.926 / 4.927 eV
- Lowest unoccupied orbital energy (alpha / beta): 4.504 / 4.504 eV

***

(4)
C41H36BiN3OPSSe as an isolated structure, computed with ωB97M-V/def2-TZVPD.

```
85
C41H36BiN3OPSSe, DFT ωB97M-V/def2-TZVPD
Bi 0.545 -0.517 -0.349
Se 0.143 -2.133 -2.453
S 1.004 -2.512 1.398
P -1.652 2.317 1.347
O 2.474 -0.033 -2.101
N -0.090 2.500 -4.021
N -3.237 -5.049 -0.892
N -0.255 1.261 -2.222
C 0.484 0.614 3.514
C 2.180 3.127 0.428
C 4.196 -1.545 3.681
C -0.997 -4.189 -0.741
C -2.476 -3.337 -2.393
C 2.968 2.369 1.277
C 4.816 -1.078 1.416
C -1.738 -0.537 0.169
C 5.136 -1.084 2.767
C -2.029 -5.015 -0.327
C 2.874 1.157 -2.323
C -3.570 4.086 1.983
C 3.836 3.809 -2.847
C 2.612 -1.958 1.892
C 0.987 1.508 2.407
C 2.371 1.578 2.246
C 0.803 3.049 0.552
C -2.169 -0.392 1.583
C -1.489 1.351 -2.823
C -1.410 2.116 -3.941
C -2.260 0.851 2.244
C 2.949 -1.971 3.249
C -4.257 5.122 2.591
C -1.653 4.445 3.396
C -1.216 -3.314 -1.802
C 0.582 1.956 -2.970
C -3.166 -0.228 4.212
C -3.435 -4.215 -1.911
C 3.576 -1.521 0.978
C 4.244 1.529 -2.155
C -0.267 4.144 3.900
C 4.701 2.801 -2.402
C -2.278 3.717 2.371
C -2.525 -1.539 2.302
C 2.503 3.487 -3.025
C 2.008 2.208 -2.767
C -2.788 0.917 3.532
C -3.634 5.845 3.595
C -2.347 5.506 3.978
C -3.007 -1.464 3.596
C 0.181 2.262 1.529
H -2.116 0.278 -0.448
H 0.494 4.383 3.156
H -0.152 3.090 4.143
H -0.265 1.096 4.140
H 4.045 2.370 1.170
H -4.143 6.671 4.077
H -4.040 3.538 1.172
H 4.917 0.749 -1.818
H -0.037 -4.215 -0.242
H -2.356 0.856 -2.421
H 5.537 -0.726 0.687
H 2.996 0.974 2.893
H -2.425 -2.503 1.817
H 2.210 -2.311 3.965
H -5.262 5.371 2.272
H 3.365 -1.514 -0.086
H 1.325 0.322 4.143
H -2.883 1.883 4.016
H -0.063 4.725 4.800
H -3.275 -2.373 4.121
H 0.034 -0.303 3.127
H 0.176 3.583 -0.155
H -4.420 -4.244 -2.367
H -2.094 -1.485 -0.230
H -1.874 -5.692 0.507
H 2.631 3.725 -0.354
H -3.566 -0.160 5.216
H -1.859 6.071 4.765
H 5.752 3.027 -2.249
H -2.146 2.413 -4.667
H 4.194 4.813 -3.033
H 4.430 -1.563 4.739
H -2.707 -2.667 -3.211
H 0.348 3.008 -4.768
H 1.809 4.266 -3.330
H 6.107 -0.741 3.104
```

Output
- E_HOMO: -0.1612 hartree
- Charge: -1
- Molecular weight: 937.74 g/mol
- Spin multiplicity: 1
- Relative energy (zero: lowest compared OMol25 entry of this formula, charge and spin): 4.3 kcal per mole
- HOMO-LUMO gap: 6.957 eV
- Lowest unoccupied orbital energy: 2.571 eV

***

(5)
C41H36Br3N7O12 as an isolated structure in a non-equilibrium geometry, computed with ωB97M-V/def2-TZVPD.

```
99
C41H36Br3N7O12, DFT ωB97M-V/def2-TZVPD
Br -0.521 -25.194 9.401
Br -1.150 -21.892 9.763
Br -0.902 -23.078 6.904
O 1.280 -35.804 14.262
O -5.875 -35.613 9.474
O -1.237 -19.302 13.349
O -2.884 -28.947 21.562
O -0.655 -34.737 14.579
O 1.209 -21.048 16.081
O -4.972 -24.900 11.855
O 2.617 -19.713 15.049
O -2.816 -18.994 14.869
O -1.436 -30.168 20.500
O -6.506 -33.572 9.225
O -4.636 -25.051 9.649
N -2.417 -29.440 20.515
N -4.816 -24.383 10.736
N -5.790 -34.444 9.783
N 0.593 -34.789 14.309
N -2.163 -19.706 14.108
N -3.358 -27.952 12.366
N 1.880 -20.735 15.121
C -4.426 -28.564 19.228
C -4.953 -20.835 9.482
C -3.092 -21.763 15.144
C 3.090 -21.580 13.079
C -4.371 -28.298 16.803
C -3.240 -33.328 12.868
C -5.067 -28.206 18.027
C -3.866 -34.918 11.236
C 1.203 -31.066 14.882
C 1.380 -23.787 12.895
C -1.943 -23.246 13.102
C 0.655 -32.333 15.070
C 2.459 -31.788 12.986
C 2.087 -30.771 13.845
C -1.364 -28.795 12.781
C -4.381 -32.562 12.553
C 2.555 -23.707 12.136
C 1.971 -21.701 13.975
C 3.396 -22.618 12.231
C -2.395 -27.123 11.774
C -1.427 -23.557 8.707
C 1.076 -22.804 13.831
C -5.030 -34.175 10.957
C -4.885 -22.894 10.715
C -2.334 -21.128 14.154
C -1.163 -27.618 12.049
C -5.296 -32.973 11.617
C 2.041 -33.113 13.241
C 1.099 -33.396 14.242
C -2.520 -29.197 17.974
C -2.964 -34.438 12.144
C -2.452 -23.861 14.222
C -3.122 -29.076 19.211
C -1.871 -21.919 13.062
C -5.162 -20.115 10.680
C -3.122 -23.173 15.200
C -4.773 -22.196 9.506
C -5.176 -22.207 11.893
C -5.249 -20.831 11.871
C -2.686 -29.024 12.901
C -3.128 -28.850 16.751
H -5.202 -19.040 10.774
H -4.367 -27.929 12.393
H 3.728 -20.710 13.140
H 3.258 -31.596 12.285
H -3.662 -21.172 15.846
H -2.637 -26.204 11.260
H 0.965 -30.301 15.606
H -0.172 -32.564 15.725
H -3.579 -35.833 10.739
H -3.141 -29.802 13.495
H -2.603 -28.928 15.810
H -6.206 -32.392 11.632
H -4.949 -28.451 20.166
H -6.113 -27.945 18.084
H 2.334 -33.946 12.620
H -3.565 -23.646 16.064
H -1.549 -23.927 12.363
H -2.473 -23.836 8.584
H 2.647 -24.345 11.270
H -2.472 -33.015 13.560
H 4.228 -22.468 11.559
H -2.069 -34.939 12.482
H -4.483 -31.642 13.109
H 0.254 -22.937 14.519
H -4.905 -28.148 15.876
H -0.255 -27.171 11.673
H -5.492 -20.351 12.808
H -2.411 -24.940 14.193
H -1.593 -29.747 17.919
H -5.069 -22.747 12.822
H 2.606 -29.847 13.641
H -4.725 -22.718 8.561
H -1.304 -21.405 12.300
H 0.780 -24.684 12.928
H -4.949 -20.326 8.529
H -0.624 -29.421 13.257
```

Output
- E_HOMO: -0.3289 hartree
- Molecular weight: 1058.49 g/mol
- Spin multiplicity: 1
- Relative energy (zero: lowest compared OMol25 entry of this formula, charge and spin): 82.7 kcal per mole
- HOMO-LUMO gap: 7.404 eV
- Lowest unoccupied orbital energy: -1.547 eV

***

Q: spin multiplicity of number 3 (C41H35N3O5Pd)?
A: 1